1.
{"formula": "C2H11N4O6", "method": "ωB97M-V/def2-TZVPD", "spin_multiplicity": 1, "charge": 1, "e_homo_ev": -13.537, "e_above_lowest_kj_mol": 95.7, "species": ["C", "C", "N", "N", "N", "N", "O", "O", "O", "O", "O", "O", "H", "H", "H", "H", "H", "H", "H", "H", "H", "H", "H"], "positions_angstrom": [[2.55205, 0.15604, 0.02884], [-1.68086, 0.04520, -0.15996], [3.67604, 0.59748, 0.58063], [1.63610, 0.74968, -0.60333], [-1.67686, 1.37069, 0.41980], [-0.80082, -0.01541, -1.26541], [1.28073, -1.83662, -0.44291], [-3.97224, -0.34545, 0.36879], [-0.13339, -0.54872, 1.52649], [2.45026, -1.38090, 0.17405], [-2.93543, -0.45927, -0.60760], [-1.34170, -0.86565, 0.88854], [3.80012, 1.62840, 0.40601], [4.48063, -0.01765, 0.87226], [0.68184, 0.39595, -0.92195], [1.60584, 1.75818, -0.95114], [-2.54479, 1.39689, 1.05787], [-1.89966, 2.14983, -0.33868], [-1.03286, 0.67839, -2.03841], [-0.87224, -1.00761, -1.49790], [1.25902, -2.68513, -0.17179], [-4.16723, -1.33115, 0.29963], [-0.36456, -0.43317, 2.37616]]}



2.
{"formula": "C60H47Br2IN4O3PSSbSeTi", "method": "ωB97M-V/def2-TZVPD", "spin_multiplicity": 2, "charge": 1, "s2": 0.755, "e_homo_ev": [-9.561, -9.590], "e_above_lowest_kj_mol": 155.5, "species": ["Ti", "C", "C", "C", "C", "C", "C", "Br", "C", "C", "Br", "C", "O", "C", "N", "H", "H", "H", "H", "H", "H", "O", "C", "O", "C", "C", "C", "C", "C", "C", "P", "C", "C", "C", "C", "C", "C", "C", "C", "C", "C", "C", "C", "H", "H", "H", "H", "H", "H", "H", "H", "H", "H", "H", "H", "H", "H", "S", "Sb", "C", "C", "C", "C", "C", "C", "C", "C", "C", "C", "C", "C", "C", "C", "C", "C", "C", "C", "H", "H", "H", "H", "H", "H", "H", "H", "H", "H", "H", "H", "H", "H", "H", "I", "C", "C", "C", "C", "N", "C", "H", "H", "H", "H", "C", "N", "C", "Se", "N", "C", "C", "C", "C", "C", "C", "H", "H", "H", "H", "H", "H", "H", "H"], "positions_angstrom": [[0.17997, -1.55425, -0.06174], [-0.30257, -5.07094, 1.03713], [-0.60494, -3.98706, 2.02461], [-1.31613, -4.31180, 3.19461], [-1.56962, -3.36561, 4.14414], [-1.05912, -2.06686, 3.96361], [-1.13164, -1.02280, 4.90904], [-2.18796, -1.21869, 6.47297], [-0.40334, 0.11381, 4.74490], [0.36337, 0.31307, 3.58376], [1.55299, 1.79399, 3.65610], [0.31356, -0.57864, 2.52218], [0.89081, -0.45253, 1.32977], [-0.36082, -1.81762, 2.76461], [-0.17630, -2.75324, 1.79645], [-0.52155, -6.04200, 1.47426], [0.74594, -5.04121, 0.74717], [-0.91861, -4.93643, 0.14633], [-1.66174, -5.32689, 3.32779], [-2.11919, -3.61135, 5.04282], [-0.38932, 0.86842, 5.51829], [-1.32157, -2.69613, -0.63383], [-2.07826, -1.66212, -0.66719], [-1.66970, -0.63631, -0.03293], [-2.91827, -1.53150, -1.89837], [-4.14980, -2.09742, -2.17175], [-4.63886, -2.05991, -3.47121], [-3.87496, -1.51900, -4.49364], [-2.63513, -0.96010, -4.22251], [-2.15248, -0.94007, -2.91896], [-0.48074, -0.31846, -2.46242], [0.43074, -0.44106, -4.05398], [0.64553, 0.61114, -4.94000], [1.44661, 0.43099, -6.05929], [2.03428, -0.79708, -6.31720], [1.80115, -1.86133, -5.45921], [1.00679, -1.67772, -4.34111], [-0.82078, 1.48422, -2.42683], [-2.12247, 1.96864, -2.32745], [-2.36824, 3.33239, -2.32522], [-1.32230, 4.23420, -2.42503], [-0.01992, 3.76386, -2.49975], [0.22941, 2.40055, -2.49799], [-4.71083, -2.58843, -1.38887], [-5.60993, -2.48391, -3.68935], [-4.23464, -1.55581, -5.51369], [-2.03038, -0.55203, -5.02246], [0.19560, 1.57849, -4.77134], [1.61172, 1.26443, -6.72989], [2.66216, -0.93031, -7.18813], [2.24260, -2.83039, -5.65457], [0.83099, -2.50304, -3.66934], [-2.95176, 1.27605, -2.25779], [-3.38524, 3.69585, -2.24594], [-1.51914, 5.29797, -2.44774], [0.80111, 4.46788, -2.55212], [1.24532, 2.03620, -2.57463], [2.33597, -0.24451, -1.33665], [2.79107, 1.33647, 0.28670], [4.28047, 2.74497, -0.33478], [4.10003, 3.53205, -1.46592], [5.00802, 4.53763, -1.76292], [6.10788, 4.74741, -0.94248], [6.30071, 3.95113, 0.17668], [5.37932, 2.96137, 0.48919], [4.08359, 0.00400, 1.42173], [5.22943, -0.31674, 0.69998], [6.09053, -1.29641, 1.16853], [5.80041, -1.97188, 2.34712], [4.64895, -1.66089, 3.05274], [3.78376, -0.67388, 2.59086], [1.23067, 2.80169, 0.67735], [-0.10383, 2.44744, 0.76064], [-1.04642, 3.41824, 1.06726], [-0.65314, 4.73191, 1.27715], [0.68441, 5.07961, 1.17329], [1.63537, 4.11269, 0.87916], [3.25680, 3.35308, -2.12272], [4.85150, 5.16255, -2.63261], [6.81008, 5.53762, -1.17216], [7.16168, 4.10603, 0.81350], [5.52015, 2.35725, 1.37765], [5.44437, 0.18661, -0.23528], [6.98345, -1.53558, 0.60596], [6.46793, -2.74390, 2.70688], [4.41267, -2.18828, 3.96821], [2.88891, -0.45630, 3.15565], [-0.43004, 1.43431, 0.59921], [-2.08759, 3.13049, 1.14721], [-1.39184, 5.48185, 1.52941], [0.99857, 6.10202, 1.33831], [2.68256, 4.38485, 0.83209], [1.30490, -5.84704, -3.91958], [1.90912, -4.74546, -2.24362], [3.16552, -4.92125, -1.68606], [3.49342, -4.12324, -0.59749], [2.60039, -3.17464, -0.15051], [1.37870, -3.00903, -0.69448], [1.03708, -3.81923, -1.70863], [3.85459, -5.65084, -2.08630], [4.44868, -4.23234, -0.10378], [2.85061, -2.52490, 0.68026], [0.02290, -3.73279, -2.07247], [-5.17075, 0.30107, 0.20656], [-4.90062, 0.09574, 1.60963], [-4.45656, -1.05276, 2.16835], [-3.85232, -2.55574, 1.31898], [-4.47287, -0.87722, 3.51127], [-4.90230, 0.40287, 3.82839], [-5.05715, 1.06977, 5.03255], [-5.44478, 2.39898, 4.96742], [-5.68751, 3.02969, 3.74785], [-5.56422, 2.35346, 2.54437], [-5.16176, 1.02863, 2.60799], [-5.31645, -0.66423, -0.26830], [-4.34466, 0.81791, -0.28589], [-6.08094, 0.89026, 0.10172], [-4.24003, -1.60615, 4.16352], [-4.87243, 0.58257, 5.97892], [-5.55155, 2.96339, 5.88354], [-5.97563, 4.07197, 3.74095], [-5.76224, 2.84356, 1.60086]]}



3.
{"formula": "C8H12AsF6N3NaO2S", "method": "ωB97M-V/def2-TZVPD", "spin_multiplicity": 2, "s2": 0.763, "e_homo_ev": [-9.791, -9.784], "species": ["Na", "N", "C", "C", "O", "O", "H", "H", "H", "H", "C", "C", "C", "C", "N", "C", "S", "N", "C", "H", "H", "H", "H", "H", "H", "H", "H", "F", "As", "F", "F", "F", "F", "F"], "positions_angstrom": [[-1.15860, -0.70709, 1.21452], [-1.59438, 0.83734, 3.12855], [-1.00030, 2.13900, 2.84758], [0.30250, 1.84615, 2.05089], [1.39428, 1.89343, 2.55811], [0.07351, 1.43015, 0.79765], [-2.57867, 0.75177, 2.91828], [-1.51903, 0.58535, 4.09690], [-0.82366, 2.64838, 3.80427], [-1.57855, 2.74008, 2.12510], [1.47837, 2.07155, -2.23365], [1.98773, 0.68675, -1.83755], [2.67507, -0.09289, -2.75748], [2.85583, -1.41573, -2.36648], [2.60736, -1.86762, -1.13025], [2.06288, -1.00832, -0.22556], [1.43800, -1.54986, 1.25794], [1.68727, 0.25570, -0.61560], [3.46937, -2.48131, -3.24988], [1.37252, 2.61670, -1.27102], [0.49438, 1.96042, -2.73077], [2.24577, 2.43393, -2.96358], [2.80158, 0.23849, -3.77194], [0.92679, 1.07081, 0.35021], [3.01421, -3.44531, -3.01327], [4.54969, -2.55375, -3.09920], [3.27950, -2.24237, -4.29103], [-3.09019, -1.07155, 0.05470], [-4.49033, -1.33939, 1.19400], [-4.92663, -2.89065, 0.65350], [-3.17161, -2.26669, 2.09073], [-5.62335, -1.15952, 2.51893], [-3.77391, 0.21384, 1.79339], [-5.38739, -0.32778, 0.10197]]}



4.
{"formula": "C20H40Cl12N2O", "method": "ωB97M-V/def2-TZVPD", "smiles": "C[C@H]1C[C@H](CCCN)NC1=O.ClCCCl.ClCCCl.ClCCCl.ClCCCl.ClCCCl.ClCCCl", "spin_multiplicity": 1, "e_homo_ev": -8.590, "species": ["C", "C", "C", "C", "C", "C", "C", "N", "N", "C", "O", "H", "H", "H", "H", "H", "H", "H", "H", "H", "H", "H", "H", "H", "H", "H", "H", "Cl", "C", "C", "Cl", "H", "H", "H", "H", "Cl", "C", "C", "Cl", "H", "H", "H", "H", "Cl", "C", "C", "Cl", "H", "H", "H", "H", "Cl", "C", "C", "Cl", "H", "H", "H", "H", "Cl", "C", "C", "Cl", "H", "H", "H", "H", "Cl", "C", "C", "Cl", "H", "H", "H", "H"], "positions_angstrom": [[4.00766, -2.15051, 1.51043], [2.57107, -2.10321, 1.04401], [2.01567, -0.77114, 0.52371], [0.73867, -1.20295, -0.19794], [-0.49370, -1.20010, 0.70716], [-1.83134, -1.58544, 0.06619], [-2.33479, -3.01560, 0.27784], [-1.52897, -4.13000, -0.19816], [1.08620, -2.55072, -0.73004], [2.28569, -2.97126, -0.16634], [2.97054, -3.86218, -0.61134], [4.36864, -3.17877, 1.55364], [4.65456, -1.58896, 0.83518], [4.10466, -1.70776, 2.50384], [1.88815, -2.45736, 1.83009], [1.86521, -0.01429, 1.29573], [2.71560, -0.37306, -0.21928], [0.49676, -0.54365, -1.03675], [-0.56959, -0.15908, 1.04504], [-0.31540, -1.79777, 1.61154], [-2.61149, -0.94486, 0.49372], [-1.80943, -1.33778, -1.00080], [-3.31972, -3.08999, -0.19528], [-2.50786, -3.16797, 1.34880], [-1.20265, -3.96057, -1.14398], [-0.67419, -4.21342, 0.34170], [1.11403, -2.64753, -1.73635], [7.53445, -0.77271, 1.32929], [7.67883, -0.31156, -0.38906], [7.10855, 1.06276, -0.64304], [5.33558, 1.09867, -0.44676], [7.16450, -1.07136, -0.97220], [8.73920, -0.31905, -0.63338], [7.32261, 1.36086, -1.66780], [7.52074, 1.79648, 0.04591], [-1.96285, 2.32794, -1.00969], [-2.34599, 2.27172, -2.75896], [-3.75211, 1.79291, -3.01324], [-3.95407, 0.06098, -2.63178], [-1.61469, 1.62166, -3.22948], [-2.23283, 3.28652, -3.13541], [-3.98863, 1.91844, -4.06820], [-4.46725, 2.34144, -2.40613], [0.44788, 0.69714, -4.83465], [0.72623, 1.77117, -6.23029], [-0.03642, 3.06554, -6.10066], [-1.80143, 2.82039, -6.22236], [0.43338, 1.22501, -7.12301], [1.79339, 1.98218, -6.26551], [0.24732, 3.73859, -6.90746], [0.16031, 3.54351, -5.14416], [-5.30101, -0.09929, 1.03280], [-4.88346, 1.38788, 1.92187], [-5.83297, 2.51695, 1.61411], [-5.68128, 3.10862, -0.06408], [-3.85578, 1.63831, 1.66865], [-4.95483, 1.15263, 2.98267], [-5.61555, 3.36014, 2.26719], [-6.86518, 2.20513, 1.75491], [6.78144, 3.09621, 2.67015], [7.31116, 1.75662, 3.72468], [7.48145, 2.18732, 5.15836], [8.85381, 3.30788, 5.36703], [8.23942, 1.37217, 3.31171], [6.54824, 0.98297, 3.66011], [7.68634, 1.31298, 5.77350], [6.59186, 2.69040, 5.52849], [-8.86394, 0.42707, 2.71285], [-8.80380, -0.95756, 1.58500], [-8.88998, -2.28518, 2.29396], [-7.46710, -2.60185, 3.32272], [-7.87401, -0.86810, 1.03265], [-9.64701, -0.85355, 0.90462], [-8.93149, -3.07738, 1.54836], [-9.76699, -2.34367, 2.93339]]}



| no. | total energy (a.u.) |
| --- | --- |
| 1 | -752.71423 |
| 2 | -12435.76823 |
| 3 | -4022.40661 |
| 4 | -6493.16783 |